Entry 1:
{"formula": "C26H70BClIN18O37", "method": "the ωB97M-V functional and the def2-TZVPD basis", "species": ["C", "C", "C", "O", "C", "B", "C", "C", "C", "I", "O", "C", "N", "C", "Cl", "O", "H", "H", "H", "H", "H", "H", "H", "H", "H", "H", "H", "H", "H", "H", "H", "H", "H", "H", "H", "C", "N", "O", "O", "H", "H", "H", "C", "N", "O", "O", "H", "H", "H", "C", "N", "O", "O", "H", "H", "H", "C", "N", "O", "O", "H", "H", "H", "C", "N", "O", "O", "H", "H", "H", "C", "N", "O", "O", "H", "H", "H", "C", "N", "O", "O", "H", "H", "H", "C", "N", "O", "O", "H", "H", "H", "C", "N", "O", "O", "H", "H", "H", "C", "N", "O", "O", "H", "H", "H", "C", "N", "O", "O", "H", "H", "H", "C", "N", "O", "O", "H", "H", "H", "C", "N", "O", "O", "H", "H", "H", "C", "N", "O", "O", "H", "H", "H", "C", "N", "O", "O", "H", "H", "H", "C", "N", "O", "O", "H", "H", "H", "C", "N", "O", "O", "H", "H", "H"], "xyz": [[1.149, -3.207, 1.194], [1.413, -1.701, 1.322], [0.432, -0.822, 0.524], [-0.721, -1.530, 0.160], [-1.968, -0.824, 0.315], [-2.729, -1.351, 1.650], [-1.882, -1.112, 3.031], [-1.572, 0.378, 3.332], [-2.534, 1.020, 4.350], [-3.951, 2.392, 3.502], [-3.097, -2.822, 1.502], [-4.480, -2.904, 1.366], [-4.907, -2.771, -0.037], [-4.879, -1.702, 2.235], [-6.626, -1.214, 2.237], [-4.100, -0.674, 1.777], [0.331, -3.528, 1.841], [0.889, -3.482, 0.170], [2.046, -3.768, 1.483], [1.383, -1.435, 2.386], [2.431, -1.490, 0.981], [0.165, 0.063, 1.115], [0.940, -0.450, -0.383], [-2.582, -1.058, -0.567], [-1.775, 0.261, 0.279], [-0.952, -1.689, 3.010], [-2.453, -1.507, 3.886], [-0.556, 0.494, 3.732], [-1.599, 0.960, 2.407], [-3.173, 0.269, 4.814], [-2.014, 1.587, 5.118], [-4.856, -3.847, 1.781], [-5.548, -1.989, -0.121], [-5.427, -3.591, -0.326], [-4.651, -1.938, 3.283], [-5.665, 1.417, 0.219], [-5.268, 2.395, -0.827], [-5.671, 3.536, -0.741], [-4.559, 1.987, -1.728], [-6.274, 1.933, 0.951], [-6.221, 0.630, -0.283], [-4.770, 0.998, 0.673], [4.621, -0.797, -1.808], [4.761, -0.391, -0.385], [3.825, 0.171, 0.138], [5.813, -0.644, 0.174], [3.618, -0.545, -2.127], [5.374, -0.257, -2.373], [4.808, -1.865, -1.864], [6.556, -0.656, 3.178], [6.687, -0.225, 4.596], [5.768, 0.386, 5.101], [7.718, -0.512, 5.168], [5.593, -0.340, 2.798], [7.368, -0.197, 2.624], [6.660, -1.737, 3.164], [0.648, 2.231, -3.370], [1.947, 1.556, -3.633], [2.035, 0.381, -3.356], [2.845, 2.229, -4.099], [-0.034, 1.501, -2.956], [0.850, 3.045, -2.681], [0.291, 2.615, -4.320], [9.056, 1.220, -2.985], [8.634, -0.142, -2.558], [9.338, -0.734, -1.767], [7.606, -0.577, -3.034], [9.974, 1.466, -2.468], [9.185, 1.195, -4.062], [8.258, 1.906, -2.720], [10.727, 5.752, -1.436], [10.344, 4.359, -1.787], [10.180, 3.567, -0.890], [10.231, 4.089, -2.968], [10.789, 5.817, -0.357], [11.680, 5.956, -1.914], [9.964, 6.407, -1.845], [-10.220, -0.944, 2.048], [-11.321, -1.776, 1.500], [-12.190, -2.159, 2.248], [-11.282, -2.032, 0.308], [-10.385, -0.817, 3.111], [-9.287, -1.464, 1.850], [-10.242, 0.004, 1.518], [12.281, 0.535, 0.504], [12.646, 1.804, -0.177], [12.571, 2.836, 0.448], [12.970, 1.726, -1.349], [12.013, 0.766, 1.528], [11.444, 0.109, -0.044], [13.141, -0.124, 0.447], [5.247, 1.351, 8.120], [5.078, 2.502, 9.049], [5.458, 3.593, 8.682], [4.567, 2.269, 10.126], [5.710, 1.699, 7.207], [5.866, 0.619, 8.631], [4.260, 0.939, 7.933], [-13.662, -0.067, -1.180], [-12.820, 1.143, -0.978], [-12.824, 1.992, -1.845], [-12.186, 1.205, 0.052], [-14.166, 0.029, -2.134], [-12.999, -0.927, -1.149], [-14.363, -0.110, -0.352], [-3.546, -0.019, -4.105], [-2.416, -0.101, -5.070], [-1.387, 0.488, -4.804], [-2.598, -0.747, -6.080], [-3.245, 0.571, -3.249], [-4.375, 0.438, -4.637], [-3.799, -1.035, -3.814], [13.671, -3.066, -2.103], [14.242, -3.014, -0.728], [13.636, -2.377, 0.110], [15.275, -3.613, -0.538], [12.756, -2.487, -2.113], [14.419, -2.654, -2.774], [13.494, -4.111, -2.335], [-9.090, -4.317, -1.163], [-7.972, -4.984, -1.880], [-6.865, -4.904, -1.400], [-8.238, -5.564, -2.915], [-8.681, -3.847, -0.277], [-9.522, -3.589, -1.840], [-9.822, -5.082, -0.922], [-6.395, -8.365, -3.070], [-7.130, -9.588, -2.649], [-7.285, -10.472, -3.467], [-7.534, -9.621, -1.506], [-6.108, -8.486, -4.107], [-7.063, -7.520, -2.928], [-5.530, -8.265, -2.420], [13.184, 4.402, -4.590], [13.505, 5.843, -4.400], [12.583, 6.611, -4.211], [14.674, 6.156, -4.438], [12.109, 4.276, -4.530], [13.576, 4.110, -5.560], [13.694, 3.857, -3.800], [-12.001, 4.565, -3.655], [-11.327, 5.278, -4.775], [-11.502, 6.474, -4.874], [-10.649, 4.607, -5.522], [-12.571, 5.290, -3.088], [-12.636, 3.802, -4.093], [-11.230, 4.096, -3.051], [-7.469, 3.040, 6.533], [-7.718, 2.030, 5.469], [-7.596, 2.384, 4.320], [-8.015, 0.912, 5.838], [-7.208, 3.976, 6.055], [-8.379, 3.119, 7.121], [-6.657, 2.662, 7.146]], "mulliken_charge": [-1.214, -0.054, 0.169, -0.449, -0.541, 0.656, -0.930, -0.288, -1.110, -0.097, -0.674, -0.150, -0.304, -0.432, -0.147, -0.183, 0.238, 0.247, 0.451, 0.247, -0.128, 0.008, 0.273, 0.062, 0.306, 0.074, 0.593, 0.240, 0.395, 0.364, 0.485, 0.266, 0.116, 0.224, 0.313, -0.050, 1.000, -0.606, -0.590, 0.262, 0.192, -0.196, -0.450, 1.012, -0.542, -0.577, 0.080, 0.212, 0.308, -0.691, 0.922, -0.515, -0.574, 0.300, 0.275, 0.276, -0.711, 0.967, -0.556, -0.591, 0.278, 0.315, 0.272, -0.543, 0.970, -0.536, -0.582, 0.060, 0.307, 0.312, -0.737, 0.897, -0.483, -0.519, 0.319, 0.198, 0.312, -0.481, 0.967, -0.557, -0.545, 0.331, 0.055, 0.286, -0.614, 0.956, -0.533, -0.555, 0.303, 0.167, 0.296, -0.668, 0.854, -0.524, -0.538, 0.335, 0.271, 0.273, -0.659, 0.861, -0.515, -0.523, 0.321, 0.218, 0.276, -0.707, 0.929, -0.530, -0.573, 0.267, 0.283, 0.329, -0.626, 0.888, -0.544, -0.530, 0.232, 0.281, 0.287, -0.779, 0.954, -0.563, -0.611, 0.252, 0.312, 0.327, -0.377, 0.869, -0.540, -0.535, 0.291, 0.039, 0.273, -0.659, 0.902, -0.521, -0.553, 0.265, 0.304, 0.273, -0.697, 0.892, -0.536, -0.527, 0.317, 0.272, 0.283, -0.754, 0.855, -0.447, -0.534, 0.302, 0.296, 0.290], "spin_multiplicity": 1, "lumo_energy_ev": 0.83, "de_lowest_kcal_mol": 0.0, "charge": -1, "largest_force_ev_per_a": 0.6, "gap_ev": 6.072, "homo_ev": -5.2450}

Entry 2:
{"formula": "C26H70N2O8", "method": "the ωB97M-V functional and the def2-TZVPD basis", "species": ["C", "C", "N", "C", "C", "C", "C", "H", "H", "H", "H", "H", "H", "H", "H", "H", "H", "H", "H", "H", "H", "H", "C", "C", "N", "C", "C", "C", "C", "H", "H", "H", "H", "H", "H", "H", "H", "H", "H", "H", "H", "H", "H", "H", "C", "O", "H", "H", "H", "H", "C", "O", "H", "H", "H", "H", "C", "O", "H", "H", "H", "H", "C", "O", "H", "H", "H", "H", "C", "O", "H", "H", "H", "H", "C", "O", "H", "H", "H", "H", "C", "C", "C", "O", "C", "H", "H", "H", "H", "H", "H", "H", "H", "C", "C", "C", "O", "C", "H", "H", "H", "H", "H", "H", "H", "H"], "xyz": [[0.798, -1.399, 3.138], [-0.641, -1.415, 3.482], [-1.556, -2.448, 2.965], [-2.859, -2.144, 3.561], [-3.654, -1.392, 2.466], [-0.953, -3.777, 3.355], [-1.845, -4.926, 2.648], [1.303, -2.174, 3.714], [1.361, -0.509, 3.417], [1.058, -1.531, 2.088], [-0.668, -1.219, 4.554], [-0.967, -0.403, 3.237], [-3.453, -3.013, 3.847], [-2.835, -1.533, 4.463], [-4.633, -1.140, 2.873], [-3.228, -0.436, 2.162], [-3.617, -2.002, 1.563], [-1.003, -3.916, 4.435], [0.087, -3.853, 3.034], [-1.367, -5.187, 1.703], [-2.909, -4.731, 2.518], [-1.854, -5.822, 3.268], [1.832, 2.536, -1.115], [0.935, 3.585, -0.430], [-0.064, 4.378, -1.183], [-0.777, 5.291, -0.338], [-2.045, 4.703, 0.275], [0.487, 5.029, -2.345], [1.317, 6.239, -1.969], [2.456, 1.982, -0.413], [2.501, 3.010, -1.833], [1.265, 1.819, -1.710], [0.452, 3.081, 0.407], [1.619, 4.272, 0.070], [-0.059, 5.631, 0.407], [-1.098, 6.125, -0.961], [-1.812, 3.894, 0.967], [-2.626, 5.446, 0.823], [-2.770, 4.376, -0.470], [-0.284, 5.471, -2.975], [1.042, 4.250, -2.866], [2.161, 6.063, -1.302], [0.771, 7.051, -1.489], [1.723, 6.652, -2.893], [-1.499, 1.872, -1.263], [-1.711, 3.153, -1.756], [-1.658, 1.880, -0.185], [-2.151, 1.080, -1.632], [-0.442, 1.714, -1.477], [-1.072, 3.790, -1.430], [0.475, -0.121, -0.951], [0.242, -0.492, 0.357], [-0.483, -0.172, -1.468], [0.895, 0.885, -0.965], [1.289, -0.687, -1.405], [-0.080, -1.388, 0.475], [-2.542, -1.140, -0.506], [-2.060, -2.463, -0.534], [-3.627, -1.137, -0.608], [-2.282, -0.523, 0.355], [-2.150, -0.567, -1.346], [-1.400, -2.540, 0.159], [2.775, -0.502, -3.027], [3.113, 0.045, -1.695], [3.022, -1.564, -3.027], [1.722, -0.625, -3.281], [3.272, 0.078, -3.804], [4.049, 0.228, -1.586], [0.135, -3.156, 0.719], [-0.958, -2.327, 0.919], [0.642, -2.821, -0.186], [0.896, -3.175, 1.499], [-0.226, -4.170, 0.552], [-1.163, -2.253, 1.854], [-0.715, 1.878, 1.558], [0.366, 1.565, 0.605], [-1.367, 1.007, 1.486], [-0.365, 1.857, 2.590], [-1.141, 2.864, 1.372], [0.430, 0.630, 0.398], [-1.125, -1.590, -4.653], [-0.809, -2.765, -3.742], [-0.365, -2.258, -2.397], [0.148, -0.949, -2.720], [-0.666, -0.402, -3.809], [-2.203, -1.465, -4.754], [-0.562, -1.477, -5.580], [0.020, -3.390, -4.074], [-1.685, -3.415, -3.726], [0.368, -3.010, -2.105], [-1.142, -2.196, -1.635], [-0.060, 0.309, -4.370], [-1.519, 0.100, -3.352], [3.826, -0.678, 0.669], [3.588, -0.751, 2.155], [2.975, -2.152, 2.334], [2.411, -2.390, 1.051], [2.617, -1.378, 0.082], [4.761, -1.155, 0.377], [3.914, 0.338, 0.285], [2.881, 0.015, 2.473], [4.494, -0.456, 2.684], [2.157, -2.130, 3.055], [3.642, -2.951, 2.658], [1.800, -0.658, 0.108], [2.713, -1.767, -0.932]], "mulliken_charge": [-1.105, -2.107, 0.271, -0.758, -0.819, -0.630, -1.215, 0.812, 1.009, -0.229, 0.593, 0.927, 0.509, 0.344, 0.507, 0.090, 0.121, 0.488, 0.340, 0.290, 0.332, 0.437, -1.776, -1.129, 0.517, -0.563, -1.466, -0.553, -1.299, 0.241, 0.579, 1.268, 0.290, 0.664, 0.353, 0.546, 0.565, 0.494, 0.380, 0.416, 0.417, 0.279, 0.322, 0.454, 0.099, -0.906, 0.123, 0.238, 0.740, 1.065, 1.994, 0.522, -1.574, -1.865, -0.883, -0.610, 0.983, -0.760, 0.315, -0.507, -0.722, 1.827, -0.707, -0.458, 0.338, 0.326, 0.363, 0.393, -1.172, -0.532, -0.547, 0.228, 0.466, 0.778, -1.283, -0.509, 0.770, 0.082, -0.580, 1.811, -0.773, -0.974, 0.461, -1.179, -0.308, 0.444, 0.270, 0.328, 0.386, -0.052, 0.043, 0.597, -0.033, -1.581, -0.851, -0.418, -0.549, 0.678, 0.380, 0.592, -0.104, 0.659, -0.603, 0.448, -0.050, 1.132], "spin_multiplicity": 1, "lumo_energy_ev": 0.53, "de_lowest_kcal_mol": 631.8, "largest_force_ev_per_a": 16.4, "gap_ev": 7.654, "homo_ev": -7.1224}

Entry 3:
{"formula": "C26H70N4O16S2", "method": "the ωB97M-V functional and the def2-TZVPD basis", "species": ["O", "H", "H", "H", "O", "H", "H", "H", "O", "H", "H", "H", "O", "H", "S", "O", "O", "O", "O", "S", "O", "O", "O", "O", "C", "C", "C", "O", "C", "N", "H", "H", "H", "H", "H", "H", "H", "H", "H", "H", "H", "C", "C", "C", "O", "C", "N", "H", "H", "H", "H", "H", "H", "H", "H", "H", "H", "H", "C", "C", "C", "C", "C", "C", "N", "O", "C", "C", "C", "H", "H", "H", "H", "H", "H", "H", "H", "H", "H", "H", "H", "H", "H", "H", "H", "H", "H", "H", "C", "C", "C", "C", "C", "C", "N", "O", "C", "C", "C", "H", "H", "H", "H", "H", "H", "H", "H", "H", "H", "H", "H", "H", "H", "H", "H", "H", "H", "H"], "xyz": [[-3.104, 3.222, 0.259], [-2.281, 2.847, 0.757], [-2.848, 4.081, -0.099], [-3.414, 2.562, -0.476], [0.257, 4.792, 0.708], [0.162, 3.795, 0.937], [0.922, 4.892, -0.076], [-0.583, 5.117, 0.364], [-0.192, 1.375, -0.983], [-0.330, 1.581, -0.022], [0.548, 1.996, -1.299], [-1.051, 1.581, -1.509], [-0.804, 2.509, 1.260], [-0.216, 2.158, 1.936], [1.896, 4.175, -2.509], [1.701, 2.730, -2.174], [1.891, 4.899, -1.196], [3.116, 4.364, -3.274], [0.702, 4.602, -3.217], [-3.720, 2.096, -2.344], [-2.257, 2.127, -2.044], [-4.069, 3.386, -2.944], [-4.003, 0.976, -3.250], [-4.419, 2.005, -1.027], [4.453, -0.020, -3.959], [2.984, 0.010, -4.464], [2.696, -1.262, -5.284], [1.592, -0.998, -6.127], [1.425, -1.933, -7.151], [2.085, 0.102, -3.331], [4.599, -0.867, -3.280], [4.755, 0.873, -3.411], [5.232, -0.136, -4.722], [2.802, 0.864, -5.116], [2.350, -2.006, -4.558], [3.601, -1.426, -5.877], [0.404, -1.891, -7.533], [1.551, -2.985, -6.863], [2.049, -1.829, -8.048], [2.136, 1.020, -2.883], [2.266, -0.610, -2.632], [5.462, 3.787, 1.775], [4.210, 3.679, 0.918], [3.210, 2.621, 1.441], [3.788, 1.335, 1.329], [3.453, 0.749, 0.075], [3.629, 5.055, 0.949], [5.884, 2.798, 1.991], [5.335, 4.161, 2.793], [6.239, 4.331, 1.235], [4.502, 3.328, -0.076], [2.166, 2.656, 1.118], [3.104, 2.778, 2.526], [3.929, 1.314, -0.727], [2.378, 0.770, -0.118], [3.699, -0.314, 0.048], [4.477, 5.606, 0.825], [3.167, 5.199, 0.031], [-3.483, -2.988, 0.494], [-2.650, -1.972, -0.303], [-1.143, -2.158, 0.090], [-0.489, -3.286, -0.730], [-0.646, -2.978, -2.206], [-2.165, -2.997, -2.641], [-2.865, -2.084, -1.755], [-4.132, -1.622, -2.162], [-2.290, -2.473, -4.074], [-2.734, -4.433, -2.573], [-2.962, -0.538, 0.051], [-3.778, -2.468, 1.405], [-2.907, -3.876, 0.775], [-4.243, -3.364, -0.189], [-0.535, -1.270, -0.097], [-1.136, -2.308, 1.173], [-0.878, -4.282, -0.500], [0.586, -3.422, -0.567], [-0.225, -3.875, -2.676], [-0.177, -2.097, -2.640], [-2.035, -1.431, -4.268], [-1.880, -3.117, -4.857], [-3.354, -2.536, -4.332], [-2.831, -4.722, -1.525], [-3.664, -4.460, -3.139], [-2.074, -5.221, -2.952], [-2.495, 0.144, -0.662], [-2.617, -0.136, 1.011], [-4.012, -0.259, -0.050], [-3.861, -0.823, -2.663], [0.917, -0.225, 5.395], [0.290, -0.794, 4.071], [0.500, -2.331, 4.011], [-0.449, -3.091, 5.005], [-1.839, -2.718, 4.562], [-2.132, -1.188, 4.565], [-1.096, -0.415, 3.860], [-1.375, 0.941, 3.993], [-3.518, -0.935, 3.958], [-2.300, -0.754, 6.023], [1.106, -0.161, 2.926], [0.436, -0.607, 6.298], [0.723, 0.846, 5.472], [1.981, -0.408, 5.547], [0.479, -2.795, 3.027], [1.513, -2.400, 4.415], [-0.126, -2.817, 6.010], [-0.331, -4.171, 4.896], [-2.618, -3.393, 4.924], [-1.905, -2.967, 3.494], [-3.585, -1.263, 2.916], [-4.403, -1.470, 4.324], [-3.883, 0.090, 4.041], [-2.531, 0.308, 6.104], [-3.061, -1.336, 6.545], [-1.379, -0.950, 6.572], [1.329, 0.908, 3.023], [0.618, -0.318, 1.963], [2.153, -0.473, 2.849], [-1.354, 1.310, 3.101]], "mulliken_charge": [-0.434, 0.429, 0.447, 0.193, -0.348, 0.259, 0.424, 0.454, 0.856, 0.399, 0.018, 0.433, -1.341, 0.121, 1.177, -1.157, -0.914, -0.759, -0.722, 1.276, -0.620, -0.789, -0.856, -0.718, -1.423, 0.340, -0.570, -0.276, -0.890, -0.006, 0.313, 0.317, 0.442, 0.391, 0.157, 0.424, 0.288, 0.334, 0.312, -0.165, 0.145, -1.804, 1.035, -0.371, -0.469, -0.267, -0.824, 0.379, 0.340, 0.468, 0.084, -0.311, 0.427, 0.236, -0.209, 0.407, 0.339, 0.448, -1.653, 1.783, 1.200, -1.091, -1.181, 1.512, 1.139, -0.538, -2.251, -1.858, -1.442, 0.203, 0.363, 0.422, -0.699, -0.624, 0.351, 0.479, 0.519, 0.303, 0.306, 0.395, 0.503, 0.419, 0.369, 0.346, -0.247, 0.024, 0.630, 0.381, -1.940, 1.842, -1.217, -0.944, -0.670, 1.353, 1.617, -0.683, -1.658, -1.902, -2.100, 0.412, 0.375, 0.402, 0.440, 0.500, 0.421, 0.388, 0.496, -0.165, 0.013, 0.404, 0.409, 0.306, 0.418, 0.368, 0.307, 0.091, 0.536, 0.248], "spin_multiplicity": 1, "lumo_energy_ev": 3.68, "charge": -2, "largest_force_ev_per_a": 5.1, "gap_ev": 6.718, "homo_ev": -3.0421}